1.
34
Properties=species:S:1:pos:R:3:mulliken_charge:R:1 method="wB97M-V/def2-TZVPD" charge=-1 relative_energy_kcal_mol=4.73
K 0.181 0.639 2.255 1.009
O -0.751 -0.323 -0.795 -0.912
C -0.310 -1.130 0.055 -0.141
O -0.848 -1.401 1.158 -0.831
C 1.033 -1.787 -0.214 0.887
C 1.102 -2.960 -0.901 -0.451
C 2.338 -3.598 -1.116 -0.322
C 3.503 -3.054 -0.623 -0.323
C 3.437 -1.882 0.102 -0.116
C 2.220 -1.148 0.326 0.620
O 2.165 -0.037 0.910 -1.000
N 4.686 -1.394 0.655 0.897
O 5.715 -1.615 0.024 -0.620
O 4.668 -0.806 1.721 -0.559
N 2.388 -4.837 -1.843 1.010
O 1.341 -5.295 -2.285 -0.664
O 3.471 -5.393 -1.984 -0.666
H 0.206 -3.420 -1.294 0.503
H 4.453 -3.541 -0.781 0.543
N -3.329 0.695 -1.069 -0.237
C -3.778 1.943 -0.863 0.109
O -4.743 2.437 -1.433 -0.674
C -3.022 2.757 0.154 0.323
C -2.955 4.135 0.013 -0.294
C -2.228 4.863 0.936 -0.417
C -1.594 4.187 1.967 -0.375
N -1.675 2.870 2.141 -0.599
C -2.393 2.181 1.248 -0.252
H -3.819 0.186 -1.788 0.219
H -2.380 0.352 -0.824 0.406
H -3.472 4.595 -0.818 0.452
H -2.134 5.938 0.861 0.368
H -0.997 4.730 2.691 0.360
H -2.479 1.112 1.413 0.747

---

2.
68
Properties=species:S:1:pos:R:3:mulliken_charge:R:1 method="wB97M-V/def2-TZVPD" charge=+3 energy_ev=-42730.9536 multiplicity=5
Os 0.091 -0.052 -0.153 3.276
N 0.303 0.127 2.045 -1.128
C -0.223 -0.898 3.007 -0.692
C -1.736 -1.044 2.862 0.219
C -2.187 -2.352 2.219 -1.034
C -1.508 -2.682 0.901 -0.502
N -1.571 -1.554 -0.098 -0.558
H 1.287 0.286 2.262 0.310
H -0.164 1.006 2.274 0.202
H 0.031 -0.586 4.019 0.428
H 0.304 -1.833 2.818 0.459
H -2.117 -0.195 2.289 -0.440
H -2.206 -0.977 3.842 0.475
H -3.269 -2.313 2.070 0.433
H -2.001 -3.185 2.898 0.362
H -2.000 -3.554 0.470 0.510
H -0.461 -2.947 1.045 0.114
H -2.488 -1.111 -0.028 0.254
H -1.544 -1.975 -1.022 0.221
C 4.068 -3.057 1.740 -0.609
C 2.906 -3.278 1.001 -1.059
C 2.290 -2.225 0.359 -0.164
C 2.837 -0.928 0.429 0.087
C 4.010 -0.716 1.174 -0.229
C 4.614 -1.778 1.820 -0.815
N 2.165 0.128 -0.186 -0.185
C 2.843 1.213 -0.698 -0.044
C 4.124 1.071 -1.273 -0.074
C 4.772 2.178 -1.781 -0.831
C 4.169 3.433 -1.723 -0.628
C 2.895 3.580 -1.162 -0.741
C 2.232 2.482 -0.669 -0.253
H 4.544 -3.880 2.256 0.472
H 2.501 -4.279 0.922 0.503
H 1.423 -2.401 -0.276 0.586
H 4.417 0.284 1.260 0.611
H 5.506 -1.606 2.408 0.464
H 4.575 0.088 -1.334 0.574
H 5.749 2.067 -2.232 0.455
H 4.691 4.299 -2.109 0.462
H 2.446 4.563 -1.105 0.505
H 1.263 2.584 -0.187 0.607
C -2.053 4.023 -0.507 -0.779
C -3.073 3.353 0.417 -0.758
C -2.319 2.139 0.928 -0.555
O -1.374 1.778 -0.139 -0.295
C -1.381 2.835 -1.163 -0.228
H -1.336 4.611 0.067 0.304
H -2.517 4.674 -1.245 0.418
H -3.958 3.052 -0.143 0.305
H -3.389 3.996 1.236 0.424
H -2.966 1.289 1.131 0.311
H -1.749 2.387 1.827 0.411
H -1.960 2.475 -2.015 0.266
H -0.357 3.026 -1.474 0.109
C 1.085 -1.713 -3.123 -1.258
P 0.117 -0.290 -2.556 0.649
C 0.827 1.091 -3.488 -1.212
C -1.532 -0.529 -3.281 -1.452
H 0.966 -1.793 -4.205 0.539
H 0.750 -2.646 -2.666 0.362
H 2.142 -1.567 -2.893 0.343
H 0.788 0.823 -4.545 0.592
H 1.865 1.261 -3.204 0.289
H 0.261 2.008 -3.336 0.288
H -1.490 -0.246 -4.334 0.517
H -2.285 0.087 -2.788 0.305
H -1.836 -1.576 -3.232 0.500

---

3.
54
Properties=species:S:1:pos:R:3:mulliken_charge:R:1 method="wB97M-V/def2-TZVPD" relative_energy_kcal_mol=15.75 multiplicity=2
Ru 0.797 -0.195 -0.675 0.452
O 3.832 2.115 -1.699 -0.709
C 3.021 1.697 -0.900 -0.118
O 2.710 0.440 -0.720 -0.477
C 2.379 2.700 0.083 -0.224
C 2.118 2.050 1.443 -0.274
C 1.828 3.121 2.507 -0.973
C 0.386 3.565 2.132 -1.106
C 0.125 2.689 0.901 -0.391
O 0.804 1.462 1.253 0.380
C 0.956 3.211 -0.284 0.342
C 0.320 2.724 -1.590 -0.153
O -0.320 3.523 -2.250 -0.715
O 0.436 1.461 -1.886 -0.785
H 3.092 3.518 0.138 0.521
H 2.839 1.290 1.729 0.699
H 2.554 3.931 2.469 0.433
H 1.856 2.681 3.505 0.282
H 0.308 4.624 1.898 0.446
H -0.322 3.329 2.928 0.315
H -0.920 2.483 0.676 0.656
H 0.915 4.295 -0.339 0.786
C -1.830 -0.909 2.829 -1.811
C -1.200 -0.920 1.472 0.638
N 0.054 -1.067 1.312 -0.063
N 0.808 -1.160 2.428 -0.230
C 2.133 -1.492 2.373 0.290
N 2.779 -1.380 3.565 -0.441
S 2.879 -1.943 0.981 -0.223
C -1.965 -0.701 0.250 0.570
C -3.345 -0.806 0.171 -0.752
C -3.988 -0.487 -1.010 -0.549
C -3.234 -0.066 -2.087 -0.845
C -1.856 -0.063 -1.970 -0.663
N -1.234 -0.384 -0.831 0.920
H -1.398 -0.111 3.440 0.409
H -1.677 -1.862 3.340 0.385
H -2.896 -0.714 2.765 0.429
H 0.430 -0.794 3.286 0.250
H 2.253 -1.472 4.423 0.193
H 3.696 -1.793 3.572 0.264
H -3.904 -1.153 1.030 0.378
H -5.064 -0.575 -1.094 0.437
H -3.692 0.224 -3.023 0.450
H -1.217 0.215 -2.794 0.556
Te 1.440 -2.312 -2.170 0.371
C -0.073 -3.337 -3.223 0.099
C 0.187 -4.343 -4.109 -0.575
C -0.984 -4.917 -4.685 -0.467
C -2.125 -4.343 -4.228 -0.530
S -1.772 -3.106 -3.094 0.044
H 1.197 -4.662 -4.341 0.346
H -0.968 -5.721 -5.409 0.356
H -3.149 -4.563 -4.490 0.377

---

4.
31
Properties=species:S:1:pos:R:3:mulliken_charge:R:1 method="wB97M-V/def2-TZVPD" relative_energy_kcal_mol=26.20 smiles=Cc1ccc(O)cc1.Cc1ccccc1
C 1.501 -1.427 3.457 -1.473
C 1.664 -0.371 2.399 0.730
C 2.508 -0.601 1.318 -0.837
C 2.883 0.534 0.594 -0.444
C 2.266 1.758 0.794 0.691
O 2.492 2.856 0.037 -0.526
C 1.273 1.932 1.787 -0.562
C 0.936 0.813 2.540 -0.426
H 2.090 -1.121 4.319 0.307
H 1.706 -2.452 3.145 0.378
H 0.436 -1.524 3.678 0.366
H 3.056 -1.519 1.183 0.402
H 3.543 0.537 -0.275 0.260
H 3.267 2.869 -0.516 0.300
H 0.933 2.948 1.919 0.442
H 0.188 0.947 3.313 0.389
C -2.778 -1.721 -4.059 -1.320
C -2.408 -1.138 -2.714 0.981
C -3.251 -0.146 -2.249 -0.596
C -3.054 0.352 -0.937 -0.411
C -1.979 -0.044 -0.181 -0.591
C -1.013 -0.889 -0.757 0.004
C -1.301 -1.536 -1.940 -0.671
H -3.249 -2.722 -3.999 0.278
H -1.865 -1.910 -4.623 0.317
H -3.577 -1.198 -4.566 0.338
H -4.008 0.249 -2.910 0.277
H -3.835 0.904 -0.429 0.337
H -2.048 0.047 0.896 0.384
H -0.048 -1.042 -0.290 0.332
H -0.613 -2.270 -2.345 0.343

---

5.
8
Properties=species:S:1:pos:R:3:mulliken_charge:R:1 method="wB97M-V/def2-TZVPD" charge=-1 relative_energy_kcal_mol=45.49
C -0.406 -1.586 -0.219 0.641
N 0.180 0.201 -0.259 0.091
N -0.430 1.170 0.258 -0.323
O 0.134 -2.111 0.713 -0.525
O -1.064 -1.828 -1.204 -0.571
F 0.644 1.675 1.752 -0.693
H 0.925 0.438 -0.868 0.153
H 0.019 2.040 -0.173 0.227